# 1
116
Properties=species:S:1:pos:R:3:forces:R:3 method="wB97M-V/def2-TZVPD" total_energy_ha=-2294.68451 relative_energy_kcal_mol=0.0 multiplicity=1 molar_mass_g_mol=664.89 lumo_ev=-0.12 orbital_gap_ev=8.885
C -0.3653 14.6075 18.5805 0.313 0.361 0.035
O -1.0324 13.5573 19.2319 -0.357 0.141 -0.160
C -1.9235 14.0428 20.2215 0.179 -0.132 0.338
C -2.7022 12.8723 20.8102 0.113 -0.026 -0.144
C -3.8425 13.3560 21.6894 -0.836 -0.833 -0.077
N -1.8818 11.9160 21.5491 0.298 0.116 0.266
H 0.3226 14.1805 17.8606 0.061 -0.025 -0.035
H 0.2074 15.2181 19.2912 0.065 -0.078 0.025
H -1.0236 15.3005 18.0410 -0.312 -0.218 0.072
H -1.3340 14.5333 21.0117 -0.077 0.034 0.067
H -2.6081 14.7985 19.8167 -0.012 -0.094 -0.237
H -3.1303 12.3041 19.9816 -0.030 0.180 -0.165
H -4.3464 14.2380 21.2950 0.398 0.339 0.263
H -3.5464 13.4192 22.7368 0.086 0.576 -0.056
H -4.6498 12.6147 21.6895 0.242 -0.156 0.024
H -0.9930 11.7602 21.0838 -0.145 -0.076 -0.212
H -1.6376 12.2984 22.4587 -0.101 0.005 -0.009
C 0.0459 17.8328 16.6600 0.494 0.705 0.410
O 1.4453 17.6397 16.5708 -0.250 -0.544 -0.035
C 1.9523 17.6984 15.2660 0.187 0.230 -0.972
C 3.4636 17.5364 15.3308 0.533 -1.356 1.118
C 4.2328 17.8528 14.0693 -0.515 0.317 -0.299
N 3.8066 16.1335 15.7147 -0.700 0.010 -0.584
H -0.1135 18.8948 16.4385 -0.555 -0.075 -0.074
H -0.2201 17.6452 17.6989 -0.047 0.059 0.008
H -0.5849 17.2014 16.0271 0.353 -0.126 -0.258
H 1.5299 16.8968 14.6378 0.033 -0.125 0.127
H 1.6777 18.6253 14.7281 -0.029 0.236 0.444
H 3.8516 18.0794 16.1986 -0.231 0.628 -0.322
H 4.0223 18.8638 13.7095 0.091 0.010 0.050
H 3.9397 17.1592 13.2742 0.037 -0.024 0.010
H 5.3015 17.7450 14.2317 0.020 -0.017 0.066
H 3.1273 15.8416 16.4158 0.261 0.091 0.256
H 3.5196 15.5539 14.9225 0.296 -0.123 0.032
C -1.3234 9.9941 13.0294 0.945 0.907 -0.058
O -1.3209 10.9771 14.0659 -0.579 -0.520 -0.016
C -2.5304 10.9735 14.8205 0.340 0.244 -0.010
C -2.1670 11.5435 16.1749 -0.134 -0.711 1.200
C -1.1795 10.6177 16.8813 0.976 -0.698 0.714
N -3.3516 11.6322 17.0761 0.242 0.236 -0.957
H -2.1637 10.1644 12.3493 -0.024 -0.205 -0.046
H -1.2914 8.9643 13.3936 -0.279 0.061 0.239
H -0.3626 10.1994 12.5524 -0.171 -0.358 -0.423
H -3.2847 11.5605 14.2892 -0.159 -0.017 0.200
H -2.8890 9.9442 14.9435 -0.066 0.004 0.006
H -1.7267 12.5346 16.0528 -0.121 0.077 -0.020
H -1.5340 9.5790 16.9276 -0.212 0.078 -0.493
H -1.0645 10.8338 17.9504 -0.204 0.576 -0.112
H -0.1376 10.5730 16.5552 -0.208 0.169 -0.502
H -3.6490 10.6683 17.2029 -0.233 0.067 0.146
H -2.9669 11.9155 17.9692 -0.165 0.072 0.116
C 6.0540 10.0097 18.6124 -0.191 0.151 0.137
O 5.2883 10.9829 17.9384 0.141 0.185 0.179
C 3.9418 10.9666 18.3596 -0.309 -0.395 -0.203
C 3.2141 12.1579 17.7601 0.246 -0.164 -0.994
C 3.7238 13.4623 18.3421 0.733 0.225 1.521
N 1.7604 11.9558 17.8215 0.746 -0.015 0.561
H 5.6435 9.0034 18.4666 0.011 -0.005 -0.046
H 6.0589 10.2284 19.6871 0.120 -0.113 0.017
H 7.0694 10.0472 18.2273 0.011 0.023 -0.032
H 3.4867 10.0300 18.0091 -0.187 0.095 0.031
H 3.8517 10.9722 19.4572 0.177 0.087 0.031
H 3.4548 12.1305 16.6914 0.047 0.099 0.020
H 4.7496 13.7142 18.0659 -0.232 0.045 -0.729
H 3.8856 13.3716 19.4320 -0.518 -0.244 -0.020
H 3.0643 14.3246 18.2460 -0.018 -0.069 -0.498
H 1.4871 12.1533 18.7816 -0.461 0.014 -0.150
H 1.3476 12.6581 17.2221 -0.169 -0.022 0.010
N -0.4817 11.7231 9.9022 0.329 -0.364 -0.065
C 0.8066 11.7297 10.4042 -0.202 -0.034 0.667
N 1.2075 12.9778 10.8160 -0.495 -0.145 -0.376
O 1.4859 10.7281 10.5112 0.149 0.194 -0.526
H -1.1253 12.4425 10.1857 -0.143 -0.069 -0.057
H -0.8533 10.7914 9.8146 -0.207 0.094 0.046
H 2.1652 13.1698 11.0344 -0.105 -0.081 0.458
H 0.4738 13.6500 10.9370 0.352 0.391 0.056
N -2.7672 13.3074 12.4627 -0.057 0.854 -0.465
C -3.8853 13.1723 11.6811 -0.139 -0.665 0.670
N -4.6008 14.3303 11.5077 0.318 -0.635 -0.506
O -4.2602 12.0911 11.2487 0.028 0.209 -0.207
H -2.1655 12.5050 12.5624 0.081 0.048 0.029
H -2.3769 14.2452 12.4490 0.397 -0.370 0.385
H -4.3926 15.1455 12.0517 -0.234 0.060 0.045
H -5.4900 14.1578 11.0745 -0.129 0.447 0.126
N -1.1466 18.1441 13.2064 0.486 -0.472 -0.215
C -0.8744 16.9982 12.5170 -0.689 0.328 -0.755
N 0.2555 17.0364 11.7409 -0.273 -0.142 0.715
O -1.6372 16.0394 12.5107 0.243 -0.015 0.326
H -0.5207 18.9221 13.1173 -0.241 0.221 0.303
H -2.0253 18.2041 13.6835 0.039 0.148 0.067
H 0.3431 16.2589 11.1124 0.203 0.179 -0.202
H 0.6664 17.9275 11.5336 0.225 -0.153 -0.260
C 2.4673 9.6112 14.7845 -0.028 0.251 -0.013
O 1.7728 10.6411 14.0912 0.092 -0.169 0.258
H 3.2363 9.2426 14.1092 -0.023 -0.150 0.036
H 2.9427 9.9953 15.6920 0.084 -0.002 -0.049
H 1.7999 8.7978 15.0851 0.004 -0.076 -0.131
H 1.2658 11.1192 14.7568 -0.109 0.114 -0.157
C -3.4898 15.1911 15.8544 -0.188 1.829 -0.837
O -4.8495 15.2846 15.4174 -0.100 -0.631 0.228
H -2.9615 14.4220 15.2972 -0.096 -0.377 0.380
H -3.0268 16.1489 15.5662 0.380 -0.237 0.108
H -3.4159 15.1639 16.9401 -0.065 -0.648 0.015
H -5.0154 16.1538 15.0535 0.082 0.049 0.057
C 4.3754 13.9061 10.8102 0.040 -0.539 0.469
O 4.0074 13.7296 12.1867 -0.287 0.582 -0.043
H 3.9806 13.0511 10.2558 0.424 0.031 -0.351
H 3.9240 14.8093 10.4045 -0.073 0.103 0.295
H 5.4587 13.9888 10.7387 -0.006 -0.073 -0.317
H 4.6156 13.1075 12.5947 -0.018 -0.088 -0.063
C 0.5200 13.8427 14.3654 -0.003 0.944 -0.470
O 1.8635 13.5274 14.6928 -0.206 0.093 0.048
H -0.0648 13.9906 15.2737 0.043 -0.435 0.095
H 0.4685 14.8174 13.8544 0.041 -0.078 -0.044
H 0.0728 13.1095 13.6917 -0.130 -0.206 0.327
H 2.3057 13.4038 13.8432 0.251 -0.207 0.112



# 2
154
Properties=species:S:1:pos:R:3:forces:R:3 method="wB97M-V/def2-TZVPD" total_energy_ha=-3957.11189 relative_energy_kcal_mol=209.0 multiplicity=1 molar_mass_g_mol=1079.12 lumo_ev=-0.54 orbital_gap_ev=8.177
C -1.3406 -4.5402 -1.8251 0.217 0.712 -1.505
C -2.6508 -4.7608 -2.6178 -0.363 -0.111 2.352
C -2.9996 -6.2245 -2.7936 0.402 -0.741 -1.477
O -1.8667 -6.8370 -3.4392 0.607 1.404 0.567
C -1.9228 -8.1046 -4.0347 -1.178 0.818 0.242
N -3.7572 -4.1017 -1.8504 -0.381 -0.299 -0.767
H -0.9058 -5.1987 -1.0731 -0.995 -0.608 -0.038
H -1.4293 -3.5518 -1.3742 0.454 0.131 -0.175
H -0.6164 -4.5460 -2.6397 0.541 0.457 0.341
H -2.6160 -4.3389 -3.6222 0.684 0.160 0.063
H -3.8231 -6.2428 -3.5075 -0.519 -0.314 -0.015
H -3.3018 -6.7455 -1.8851 0.181 0.078 0.229
H -0.9488 -8.2792 -4.4917 0.001 -0.375 0.522
H -2.6434 -8.0954 -4.8525 -0.295 -0.141 -0.222
H -2.2860 -8.7922 -3.2708 0.481 -0.730 -0.224
H -3.5247 -3.1796 -1.5098 0.880 0.008 0.303
H -4.4576 -3.8297 -2.5253 -0.692 -0.491 -0.087
C 5.3813 -1.4407 2.5829 -0.734 0.251 -1.160
C 4.4456 -1.6867 1.3926 0.329 0.795 0.225
C 4.6002 -3.1230 1.0054 0.442 -0.279 -1.390
O 4.1788 -3.4883 -0.3291 -0.363 0.102 1.849
C 2.8514 -3.1175 -0.6039 0.472 0.474 -1.941
N 3.0922 -1.2988 1.8602 0.381 -1.123 -0.363
H 5.0657 -2.2473 3.2446 0.459 0.512 0.845
H 5.1133 -0.4213 2.8607 0.269 -0.376 0.883
H 6.4422 -1.4627 2.3339 -0.062 -0.277 -0.003
H 4.7802 -1.0606 0.5655 -0.039 0.127 -0.380
H 4.1543 -3.7091 1.8089 -0.306 -0.547 -0.149
H 5.6660 -3.3376 0.9271 0.049 -0.066 0.460
H 2.7781 -2.0444 -0.7808 -0.115 0.434 0.506
H 2.0650 -3.4427 0.0772 0.155 -0.371 0.123
H 2.7303 -3.4651 -1.6299 -0.682 -0.563 0.159
H 3.0317 -0.2907 1.8475 -0.028 0.436 0.119
H 2.4374 -1.6132 1.1583 -0.300 0.107 0.050
C 4.7385 0.5222 6.2330 0.268 1.054 -1.227
O 5.0217 1.6713 6.0506 0.540 3.342 0.244
N 4.2703 -0.2533 5.3258 -2.279 -2.872 -3.808
N 4.9606 -0.1983 7.2783 2.148 -1.427 5.652
H 4.4760 -1.2209 5.5294 -0.846 0.103 -1.151
H 3.7694 0.0683 4.5099 0.280 -0.303 0.095
H 4.5853 -1.1250 7.4216 0.049 0.470 -0.029
H 5.7034 0.1086 7.8900 -0.380 -0.085 0.219
C 0.8934 -1.6109 5.4128 -0.775 -0.448 0.038
O 0.8824 -1.5556 6.5936 0.860 0.139 4.606
N -0.0604 -1.0177 4.7450 -1.290 1.261 -2.086
N 1.6976 -2.3745 4.7159 2.402 -2.190 -1.554
H -0.0978 -1.2583 3.7648 -0.866 0.932 0.040
H -0.5910 -0.3816 5.3229 -0.335 0.281 -0.959
H 1.9451 -2.1858 3.7551 0.201 -0.029 -0.071
H 2.2341 -3.0406 5.2531 0.064 0.302 -0.290
C -5.4030 3.8923 -3.9342 -1.836 0.001 -1.879
O -4.6773 4.7518 -3.6209 3.992 3.857 2.625
N -5.2858 2.6333 -3.8013 2.128 -6.099 1.821
N -6.4724 4.1214 -4.6261 -4.760 2.485 -2.958
H -5.9205 2.0133 -4.2838 0.410 -0.040 0.631
H -4.6043 2.2842 -3.1426 -0.044 -0.472 -0.253
H -6.7082 5.0816 -4.8325 0.062 -0.274 -0.107
H -7.0617 3.4042 -5.0242 0.114 0.387 0.253
C -2.6834 -1.0988 -4.0525 2.868 -6.176 1.223
O -1.6916 -1.8243 -3.8092 -1.249 -0.783 0.490
N -2.5161 0.1428 -4.1589 -1.414 5.424 -1.400
N -3.9168 -1.5865 -4.2617 -1.306 -0.164 -0.494
H -1.7615 0.6617 -3.7331 0.248 0.210 -0.544
H -3.1526 0.4536 -4.8789 0.412 1.660 0.410
H -4.1541 -2.5538 -4.0943 0.340 0.341 -0.263
H -4.6370 -0.9231 -4.5095 -0.107 -0.497 0.347
C 1.1291 0.3163 -4.7109 0.377 -1.110 1.482
O 1.9719 1.1978 -4.7097 0.719 1.670 -0.328
N 0.8457 -0.4018 -5.7849 0.396 0.407 -3.096
N 0.5207 -0.1690 -3.6699 -0.996 -0.114 1.845
H 0.4777 -1.3412 -5.7385 0.276 0.295 -0.362
H 1.4605 0.0060 -6.4747 -0.377 -1.188 -1.080
H -0.0868 -0.9574 -3.8411 -0.396 -0.017 0.713
H 0.6718 0.2062 -2.7444 0.162 -0.230 0.402
C 0.5600 4.7442 0.8952 -0.403 -1.306 -0.822
O 0.4184 4.2602 1.9848 -0.764 -0.931 3.354
N 1.5073 5.4901 0.5120 5.163 4.268 0.534
N -0.1239 4.4164 -0.1388 -4.959 -2.064 -3.723
H 1.5216 5.9322 -0.3960 0.430 -0.213 0.469
H 2.2180 5.6784 1.2045 0.148 0.431 -0.474
H -0.0182 4.8527 -1.0435 0.062 -0.295 0.305
H -0.8948 3.7677 -0.0674 0.142 0.079 0.038
C -3.1926 -1.6228 7.2288 -0.649 -3.848 3.714
O -3.4442 -2.4226 8.1409 -0.225 0.319 -0.318
N -2.9648 -1.9704 6.0002 0.353 -0.808 -4.136
N -3.0357 -0.3580 7.3949 0.260 5.190 1.371
H -2.4594 -1.2383 5.5218 -0.016 -0.872 -0.856
H -2.9838 -2.9285 5.6813 0.225 0.367 0.385
H -2.9821 0.2853 6.6182 0.137 0.065 0.093
H -2.9968 0.0437 8.3208 -0.163 -0.345 -0.243
C -3.5394 -1.2209 2.1283 1.232 -0.516 -0.728
O -2.4874 -0.9184 1.5983 2.774 -0.042 0.495
N -4.5968 -0.6397 1.7527 -4.285 2.713 -1.102
N -3.7892 -2.1884 2.9780 1.620 -2.108 1.434
H -5.4401 -1.1589 1.9515 -0.381 1.049 -0.659
H -4.4090 0.1268 1.1224 -1.151 -0.127 -0.593
H -2.8922 -2.5642 3.2507 -0.576 -0.643 0.928
H -4.5918 -2.0757 3.5806 0.676 -0.351 0.387
C 3.3030 2.3971 2.6091 0.395 -5.054 -2.305
O 2.7625 1.5566 1.8972 -1.222 -0.248 -1.757
N 4.5339 2.2136 2.9764 4.822 -1.077 0.581
N 2.7725 3.3741 3.1591 -2.649 5.346 3.086
H 4.8675 2.4821 3.8911 0.310 -0.093 -0.055
H 5.1196 1.6473 2.3795 -0.170 -0.048 0.485
H 3.4083 3.7444 3.8510 -0.963 1.134 -0.056
H 1.8922 3.7547 2.8422 -0.286 0.066 0.470
C -1.6762 2.2892 4.1130 -0.146 -2.331 4.126
O -2.2121 1.3950 4.8358 0.873 1.544 -0.905
N -1.7919 2.4210 2.8622 -3.425 -2.116 -6.473
N -0.8251 3.2391 4.4015 2.926 2.605 4.124
H -2.4096 1.7330 2.4558 0.078 0.356 -0.799
H -1.2953 3.1456 2.3637 -0.333 -0.568 -0.486
H -0.3066 3.2669 5.2678 -0.315 -0.065 -0.040
H -0.4109 3.7206 3.6162 0.297 0.128 0.696
C -0.9931 3.3611 -3.7164 -1.055 2.368 1.566
O -1.1598 2.4857 -2.9093 -1.191 -3.129 1.804
N 0.0540 3.4741 -4.4222 4.496 -0.786 -2.265
N -1.7080 4.4766 -3.7387 -2.568 1.401 -0.015
H 0.1317 4.0754 -5.2300 0.254 -0.329 0.356
H 0.7703 2.8681 -4.0481 0.874 -0.279 -1.344
H -2.6837 4.3564 -3.5067 -0.251 1.024 0.197
H -1.2279 5.3609 -3.8251 -0.673 -0.217 -0.284
C 0.2244 0.1804 -0.2548 -1.378 0.914 0.244
O 1.0993 0.3854 -1.0815 1.765 0.201 -0.804
N -0.9915 -0.2197 -0.5620 -2.062 -1.076 -3.066
N 0.2590 0.4970 1.0080 1.375 0.702 3.352
H -1.2410 -0.0670 -1.5287 -0.150 -0.524 0.142
H -1.7155 -0.4842 0.0908 0.075 0.149 0.195
H 1.0732 0.9419 1.4071 0.357 0.069 0.098
H -0.5907 0.4814 1.5538 0.228 -0.147 -0.127
C 3.8888 2.5939 -1.7260 4.636 1.270 2.784
O 4.7206 3.5067 -1.7016 0.616 -0.208 -0.487
N 2.7603 2.6967 -2.2420 -7.387 2.253 -4.172
N 3.9986 1.4581 -1.0722 1.964 -3.179 1.845
H 1.9489 2.1337 -2.0304 0.417 -0.410 0.030
H 2.6116 3.4637 -2.8821 0.094 -0.082 0.287
H 3.2824 0.7462 -1.0913 -0.077 0.222 -0.022
H 4.9172 1.1732 -0.7638 -0.251 0.254 0.093
C -4.3948 2.2662 -0.5646 2.533 -1.954 -0.819
O -4.3854 1.0653 -0.7372 0.283 -2.135 -0.671
N -3.3583 3.0517 -0.8467 0.789 1.194 -0.102
N -5.3900 2.8329 -0.0082 -4.814 3.193 2.327
H -2.5644 2.6630 -1.3351 0.152 0.214 -0.339
H -3.5234 4.0399 -0.7189 0.698 -0.094 -0.440
H -6.2443 2.3297 0.1844 0.412 -0.134 -0.149
H -5.4748 3.8378 0.0478 0.048 -0.194 0.061
C 5.5049 -0.7445 -4.6827 6.188 -0.335 -0.561
O 6.7106 -0.9548 -4.4473 -0.458 0.140 -0.357
N 5.0303 -0.4467 -5.8436 -1.039 0.426 -4.189
N 4.6403 -0.7140 -3.7779 -4.374 -0.498 6.429
H 4.0211 -0.4304 -5.8798 0.393 0.681 -0.927
H 5.6949 -0.0710 -6.5048 -0.692 -0.270 -0.259
H 3.6735 -0.4421 -3.8849 0.293 0.266 -0.021
H 5.0194 -0.7402 -2.8421 -0.378 -0.248 -0.073



- Look up the multiplicity of the second one.
  1